Entry 1:
Entry from the Open Molecules 2025 dataset: a 7-piece molecular cluster, C13H40O7 overall (ωB97M-V/def2-TZVPD).

XYZ file:
```
60
C13H40O7, DFT ωB97M-V/def2-TZVPD
C -2.602 -2.861 -2.867
C -1.952 -3.244 -4.164
O -1.734 -2.126 -5.091
H -1.848 -2.701 -2.097
H -3.343 -3.598 -2.558
H -3.245 -1.984 -2.946
H -2.566 -3.949 -4.725
H -0.986 -3.744 -4.093
H -0.797 -1.929 -5.021
C 1.320 3.026 -2.594
C 2.109 1.738 -2.889
O 1.685 0.671 -2.089
H 1.465 3.865 -3.274
H 1.415 3.283 -1.539
H 0.259 2.782 -2.638
H 3.147 2.036 -2.740
H 2.017 1.373 -3.911
H 2.498 0.170 -1.988
C -2.547 3.147 2.452
C -1.715 4.136 1.572
O -1.007 4.977 2.517
H -3.430 2.757 1.945
H -2.854 3.633 3.378
H -1.872 2.400 2.870
H -2.355 4.730 0.920
H -1.066 3.496 0.975
H -0.183 4.503 2.655
C 0.177 -0.197 4.225
C 1.557 -0.361 4.631
O 1.529 -0.305 6.087
H -0.465 -0.955 4.675
H 0.126 -0.365 3.150
H -0.155 0.785 4.561
H 2.170 0.424 4.190
H 1.866 -1.329 4.237
H 1.283 0.601 6.285
C -1.308 -0.754 -0.135
C -1.216 0.677 -0.675
O 0.015 1.401 -0.371
H -0.457 -1.363 -0.437
H -2.165 -1.283 -0.552
H -1.452 -0.797 0.945
H -2.131 1.185 -0.371
H -1.338 0.640 -1.758
H 0.662 1.158 -1.038
C 1.963 -4.301 -1.866
C 0.777 -4.060 -0.962
O 0.083 -5.322 -0.741
H 1.758 -4.723 -2.849
H 2.599 -4.944 -1.257
H 2.424 -3.316 -1.948
H 0.161 -3.324 -1.478
H 1.150 -3.618 -0.039
H -0.408 -5.169 0.070
C 2.180 2.172 1.895
O 0.890 2.413 2.483
H 2.236 1.199 1.407
H 2.479 2.877 1.119
H 2.899 2.130 2.713
H 0.301 2.238 1.745
```

Summary:
F_max ... 2.90 eV Å⁻¹
Lowest unoccupied orbital energy ... -0.001 Ha
Energy ... -28458.81108 eV
E_HOMO ... -9.8 eV
Kohn-Sham gap ... 9.791 eV
SMILES ... CCO.CCO.CCO.CCO.CCO.CCO.CO
Charge ... 0
Spin multiplicity ... 1
Energy above the lowest of the compared OMol25 structures with the same formula, charge and spin ... 3.003 eV

natural (NBO) atomic charge list, values in e, 6 entries: -0.652 -0.073 -0.728 0.203 0.221 0.227



Entry 2:
Entry from the Open Molecules 2025 dataset: C10H14NO as an isolated structure (ωB97M-V/def2-TZVPD).

XYZ file:
```
26
C10H14NO, DFT ωB97M-V/def2-TZVPD
C 2.916 0.997 -0.103
C 3.410 -0.299 0.078
C 1.564 1.358 -0.068
C 2.457 -1.321 0.312
C 0.687 0.301 0.052
C 1.151 -0.960 0.288
C -1.133 -0.911 -0.458
C -2.401 -1.651 -0.161
C -1.322 0.686 1.380
C -1.333 1.360 -0.945
N -0.815 0.431 0.007
O 0.246 -1.921 0.199
H 3.693 1.703 -0.355
H 4.483 -0.515 -0.089
H 1.153 2.311 -0.349
H 2.599 -2.345 0.475
H -0.790 -0.950 -1.518
H -1.961 -2.450 0.507
H -2.906 -2.034 -1.040
H -3.024 -1.022 0.395
H -2.251 1.316 1.262
H -1.391 -0.367 1.821
H -0.570 1.271 2.032
H -2.416 1.130 -1.052
H -1.290 2.441 -0.693
H -0.755 1.439 -1.977
```

Summary:
F_max ... 5.00 eV Å⁻¹
Lowest unoccupied orbital energy ... -0.116 Ha
Energy ... -14125.01284 eV
E_HOMO ... -12.3 eV
Kohn-Sham gap ... 9.189 eV
Charge ... +1
Spin multiplicity ... 1
Energy above the lowest of the compared OMol25 structures with the same formula, charge and spin ... 3.670 eV

natural (NBO) atomic charge list, values in e, 6 entries: -0.228 -0.138 -0.197 -0.229 0.035 0.266